No. 1
120
Properties=species:S:1:pos:R:3:mulliken_charge:R:1 method="wB97M-V/def2-TZVPD" e_above_lowest_kj_mol=72.9 largest_force_ev_per_a=1.7 total_energy_ev=-166939.97954
Se -0.8871 3.9747 -7.7511 0.21
Sc -0.8975 0.5455 -0.1967 0.25
S -2.9048 -0.3047 0.6712 -0.93
N -0.6431 -3.3808 3.3144 0.67
N -0.9872 1.9052 2.9092 1.47
N 0.7199 -1.8509 2.3375 0.97
N -1.3152 2.6649 0.2675 3.34
N -2.0565 1.1653 -2.3476 0.57
N 0.5195 -1.7074 -0.3773 1.73
N 0.0073 2.5016 -7.3076 -0.92
N -1.8967 3.9534 -6.2870 -0.92
N -0.1891 -0.4616 -3.5201 0.54
N -1.0089 -3.3669 -1.0104 0.44
N 0.8642 2.1895 -1.2864 2.35
N 1.4641 -3.1292 4.2546 0.69
N 1.1403 -4.0145 -0.6234 0.92
C 0.2302 -2.9576 -0.6400 -1.29
C 2.4988 -0.9531 0.9494 1.03
C -3.1404 1.8035 -1.9131 -0.49
C -3.5606 3.5252 0.8110 -0.80
C -0.5588 0.6214 -4.1997 -1.57
C 3.6339 0.2834 3.2154 -1.18
C -2.1223 2.5502 -4.3063 0.71
C 2.1968 -4.1563 0.3424 -1.25
C -3.2205 3.2479 -3.8015 -0.95
C -0.0245 5.6637 -2.3963 -1.17
C -3.2687 2.6611 3.4050 -0.04
C -0.0321 0.9057 -5.4629 1.49
C -0.7801 -4.7429 3.7819 -1.28
C 1.5756 1.7905 -2.5093 -0.54
C 1.9135 -1.4011 -0.2825 -0.31
C 4.3801 0.1678 2.0774 -1.07
C -1.8473 -2.7620 2.7915 -0.45
C -2.3607 2.9271 1.1809 -0.65
C 0.1287 3.4359 -1.4684 0.10
C -2.2173 2.5088 2.5137 -0.24
C 0.0605 2.9006 3.1147 -0.98
C -0.4771 2.1067 -6.1632 1.01
C -1.4954 -4.6949 -0.6681 -1.32
C 2.3768 -0.3456 3.2956 -0.54
C 1.0153 -3.3089 5.6218 -1.34
C 4.0645 -1.0941 -1.3872 -1.31
C 2.9016 -3.2102 4.1076 -1.04
C 1.8676 2.4401 -0.2312 -1.18
C 2.7124 -1.4910 -1.3954 0.01
C 0.8838 0.0201 -6.0252 -1.15
C -0.9730 5.9676 -1.4297 -0.97
C -0.9086 3.6881 -0.5492 -0.46
C -1.5294 2.9117 -5.5925 0.91
C -1.5946 1.4863 -3.5777 -0.03
C -3.7636 2.8353 -2.6164 -1.20
C 0.6414 -1.3205 -4.0847 -0.26
C -1.3942 5.0137 -0.5182 -1.07
C 0.5498 4.3992 -2.3720 -0.50
C 1.2180 -1.1244 -5.3357 -1.38
C 1.2610 -4.8671 -1.7846 -1.39
C -2.0785 -2.4672 -1.4218 -1.20
C -4.6099 3.6760 1.7061 -1.26
C 0.5593 -2.7228 3.2751 -0.54
C -4.4696 3.2356 3.0079 -1.01
C -1.1286 1.0537 4.0703 -1.09
C 3.8323 -0.4605 0.9277 1.23
C 4.6070 -0.5575 -0.2565 -1.06
C 1.8435 -1.0328 2.2267 -0.97
H -0.7636 -5.2388 -0.0792 0.35
H 2.2597 -5.2070 0.6478 0.42
H -2.4121 -4.5915 -0.0837 0.47
H -0.1477 3.5249 3.9967 0.34
H 1.9555 -3.5625 1.2105 0.46
H 0.4331 -4.6950 -2.4688 0.39
H 3.4050 -2.5014 4.7709 0.31
H 2.4641 3.3234 -0.4826 0.47
H 0.9698 2.0126 -3.3789 0.26
H -3.1625 2.3193 4.4261 0.39
H -3.5100 1.4639 -0.9498 0.68
H -5.5358 4.1338 1.3795 0.42
H 1.3498 4.1752 -3.0668 0.40
H 1.1604 -4.3364 5.9724 0.35
H 5.6266 -0.1909 -0.2406 0.41
H -5.2817 3.3373 3.7165 0.39
H -1.4289 -4.8121 4.6620 0.35
H 1.3683 2.6077 0.7205 -0.12
H -1.2292 -5.3508 2.9910 0.31
H 3.2379 -4.2204 4.3668 0.41
H -0.2527 0.4197 4.1522 -0.23
H 1.5861 -2.6465 6.2813 0.37
H -2.0039 0.4225 3.9375 0.44
H -2.6841 -2.1445 -0.5752 0.04
H -2.3806 -3.4653 2.1468 0.19
H 1.3018 0.2483 -6.9975 0.53
H -2.5184 -2.4635 3.6040 0.38
H 4.6501 -1.1769 -2.2950 0.42
H -1.6688 -1.5848 -1.8938 0.31
H -1.3907 6.9663 -1.3769 0.42
H 3.2224 -2.9941 3.0955 0.25
H 5.3805 0.5793 2.0165 0.42
H 1.0192 2.3974 3.2640 0.15
H 1.8511 -0.3757 4.2413 0.43
H -1.7305 -5.2732 -1.5666 0.28
H 0.2953 6.3986 -3.1234 0.48
H 0.8570 -2.2190 -3.5107 0.64
H 2.5276 1.5829 -0.1472 0.26
H -3.6244 4.0780 -4.3667 0.53
H 0.1905 -5.1627 4.0296 0.41
H 3.1763 -3.8526 -0.0484 0.20
H -1.5914 -1.9005 2.1829 -0.49
H 1.9045 -1.8534 -5.7438 0.51
H 1.2550 -5.9239 -1.4984 0.31
H 0.1316 3.5505 2.2444 0.14
H -2.7003 -2.9998 -2.1479 0.44
H -3.6818 3.8631 -0.2089 0.73
H -2.1142 5.2891 0.2384 0.68
H -4.6461 3.3031 -2.2032 0.54
H 2.2726 -1.8515 -2.3161 0.27
H -1.2312 1.6237 5.0082 0.34
H 2.2023 -4.6658 -2.3121 0.35
H 1.7930 0.7255 -2.4819 -0.90
H -0.0375 -3.0554 5.7132 0.36
H 4.0294 0.8027 4.0803 0.45
H 2.5260 2.3268 -2.6129 0.57

=====

No. 2
129
Properties=species:S:1:pos:R:3:mulliken_charge:R:1 method="wB97M-V/def2-TZVPD" e_above_lowest_kj_mol=0.0 largest_force_ev_per_a=14.7 total_energy_ev=-100164.65203 total_charge=-1
O 0.1435 -1.9622 -0.3472 -0.22
O -2.3305 -7.5112 1.0408 -0.62
O 1.1555 4.6258 0.7158 -0.45
O 3.3085 0.2808 -1.8322 -0.46
O 1.8235 2.6578 1.2488 -0.55
O 0.6305 -0.4022 4.4268 -0.33
O -1.8705 4.2858 0.4258 -0.61
O -4.1815 0.0088 2.8318 -0.09
O 1.6415 10.3428 -2.8732 -0.55
O -5.7225 -3.3762 0.3078 -0.53
O 2.9305 -6.2832 1.4888 -0.64
O 5.7275 -2.9952 1.9118 -0.60
O 4.0125 -3.8372 -4.9182 -0.60
O -3.8375 -2.6502 3.1738 -0.74
O -2.0995 4.3038 -1.7142 -0.67
O 4.2405 3.5488 -1.9922 -0.57
O 1.6915 4.1808 2.7318 -0.71
O -0.4335 -0.7962 -3.9292 -0.55
O -3.0335 5.9218 -0.5132 -0.70
O 0.7215 5.0358 -3.8172 -0.57
O -1.6365 -5.0982 -2.7252 -0.60
O -2.0795 0.5718 -0.5702 -0.63
N -0.3065 2.0798 -0.4682 2.13
N 1.7635 3.8578 1.5028 0.68
N -2.3245 4.9318 -0.5892 1.12
C 1.7725 -3.6302 -5.2192 -0.44
C 5.2645 -2.2542 1.0458 0.14
C 4.5055 4.9408 -0.1222 -0.90
C -3.4295 -3.7422 2.7728 0.38
C 3.9125 4.8798 -1.5002 1.32
C 3.5885 -0.3872 0.4428 0.19
C 1.2115 -3.0312 1.4578 -0.01
C -0.1075 -0.8872 5.6058 0.46
C 1.9585 -4.1702 2.0708 -0.47
C -4.2665 -4.8592 2.7838 -0.27
C 1.8365 7.0238 -4.5232 -0.32
C 0.4625 -2.9612 -4.8422 -0.35
C -3.9775 -5.2432 -2.1632 -0.50
C -1.1605 0.3468 1.5128 0.61
C 2.2985 -5.2222 1.0758 0.49
C -4.8785 -3.5722 -0.4942 0.62
C -1.5295 -0.5402 5.2498 -0.77
C 0.5055 -1.5252 -4.3972 0.56
C -1.6835 -5.3622 1.7908 -0.27
C -5.3515 0.6458 2.1528 0.61
C 5.6015 -2.3592 -0.4352 -0.66
C 3.0245 -3.1092 -4.8972 0.43
C 4.2425 -1.3182 1.4108 -0.25
C 1.2515 -3.9042 -0.9122 0.19
C -2.6555 -6.4202 1.6328 0.17
C 2.0425 8.5258 -4.4402 -0.60
C 0.7725 8.3458 -2.2012 -0.67
C -4.7385 1.9948 1.5948 -1.08
C 3.9005 -0.4902 -1.0232 0.51
C 1.0795 6.2148 -3.7092 0.63
C -3.6375 -2.6892 -0.7752 -0.89
C 1.4725 9.1918 -3.1522 0.37
C 0.1285 1.8648 -1.7942 -2.66
C 0.7855 -2.9602 0.0068 0.91
C -1.9935 -3.9962 2.4658 -0.27
C 1.9325 -0.8352 -4.2842 -0.33
C 4.9625 -1.3132 -1.4662 -0.56
C -5.0015 -4.7772 -1.2742 -0.36
C -1.2055 1.0148 0.1068 -0.15
C -6.3365 0.9358 3.3178 -1.45
C -3.9765 -6.2152 2.3448 -0.44
C 3.1275 -1.6792 -4.5282 -0.69
C 0.5645 6.8828 -2.4032 -0.32
C -2.5965 -3.2582 -1.7572 -0.04
C 1.9415 -5.0252 -0.3382 -0.66
C -2.6005 -4.4942 -2.3052 0.33
C 4.6015 5.8528 -2.5672 -1.82
C 0.0335 -2.3452 5.9368 -1.16
H -0.5935 1.7988 -2.4252 0.89
H 3.9835 -1.1592 -4.3502 0.79
H -3.8655 -6.1812 -2.7682 0.32
H 0.8965 2.7698 -2.1162 -0.23
H 0.8895 0.4548 4.6778 0.25
H -1.3365 -3.3132 2.5098 1.01
H 2.1445 0.2058 -3.9702 0.51
H -0.1215 0.0368 1.8118 -0.08
H -0.5645 -3.4852 -5.1082 0.31
H 0.2635 -0.3182 6.5968 0.28
H 0.3125 8.7658 -1.3832 0.55
H 4.2395 5.7128 -3.4802 0.55
H -1.8135 -1.2742 4.5988 -0.25
H -2.1435 -0.9232 6.0668 0.41
H -1.8005 0.4218 4.8468 0.36
H 6.2815 -3.0402 -0.9812 0.38
H -4.8835 -6.9722 2.4838 0.27
H -5.9455 -0.0192 1.3888 0.23
H 0.5725 1.1148 -1.8722 1.75
H -1.8085 -2.5352 -1.8032 0.46
H 2.1375 -4.2172 3.2188 0.18
H -3.3345 -1.7952 -0.2932 0.89
H -1.7665 -0.5242 1.5358 -0.43
H 2.6115 0.1748 0.7608 0.36
H -5.9905 1.3438 4.2418 0.24
H 0.7065 -2.3132 2.1888 -0.09
H 2.6875 8.7738 -5.2082 0.44
H 0.1065 6.3308 -1.7352 0.80
H -5.8205 -5.6152 -1.0302 0.27
H -5.3145 -4.7352 2.9738 0.36
H 3.0335 5.0438 -1.5722 -0.20
H 5.7975 5.9068 -2.5292 0.25
H 0.5495 2.2138 0.1538 -0.55
H -4.4455 -0.9822 2.9818 0.27
H -4.3765 2.8278 2.3768 0.21
H 4.2735 5.7308 0.4658 0.44
H -0.4955 -2.9862 5.2588 0.16
H 2.2205 6.4578 -5.5242 0.23
H 1.1855 -2.4382 6.0848 0.29
H 4.2915 6.8018 -2.2402 0.47
H -5.5955 2.4308 0.9788 0.45
H -1.7395 1.2778 2.0898 0.29
H 3.8375 -1.4612 2.4328 0.47
H 3.3975 3.1018 -1.7602 0.24
H 5.2275 -1.3692 -2.4942 0.49
H -6.8705 0.0228 3.5798 0.33
H 1.5215 -4.6402 -5.5862 0.35
H 5.6135 4.5498 0.0368 0.26
H -1.1275 2.9028 -0.5882 -0.07
H -0.6035 -5.6972 1.5758 0.15
H -6.8035 1.6298 2.7118 0.49
H -3.9865 1.6978 0.9408 0.09
H 3.9945 3.9248 0.3558 -0.04
H 0.5885 -3.8422 -1.8582 0.02
H 2.4975 -5.8392 -1.0182 0.27
H -0.3015 -2.5572 7.0058 0.39

=====

No. 3
132
Properties=species:S:1:pos:R:3:mulliken_charge:R:1 method="wB97M-V/def2-TZVPD" smiles="O=C1C=CC(=O)C=C1.O=C1C=CC(=O)C=C1.O=C1C=CC(=O)C=C1.O=C1C=CC(=O)C=C1.O=C1C=CC(=O)C=C1.O=C1C=CC(=O)C=C1.CCOS(C)(=O)=O.CCOS(C)(=O)=O.CCOS(C)(=O)=O.CCOS(C)(=O)=O" e_above_lowest_kj_mol=0.0 largest_force_ev_per_a=3.5 total_energy_ev=-143153.64526
S -1.7870 5.0139 -0.8909 1.28
S 2.3506 3.9613 -3.1519 1.09
S -3.7253 -5.5838 -3.2081 1.26
S 6.0958 -1.2623 -0.7298 1.44
O 1.4917 2.8423 -3.3452 -0.55
O -4.2688 -5.3239 -1.9029 -0.62
O 1.9739 -1.7578 -1.3528 -0.73
O -0.4715 4.4935 -0.6589 -0.44
O -1.8800 6.5067 -0.6385 -0.17
O -1.2669 -0.2136 3.0071 -0.65
O 6.0969 -1.9580 0.6633 -0.33
O -5.2964 1.4559 4.1783 -0.52
O -2.4874 4.7228 -2.1119 -0.81
O 2.3299 -4.6894 6.6334 -0.50
O 5.6836 0.1369 -0.6403 -0.64
O 6.8180 -2.5103 -3.9916 -0.63
O -4.1361 -4.8985 -4.4098 -0.63
O 5.2897 -2.0830 -1.6091 -0.62
O -3.3159 -2.7633 0.1948 -0.77
O 1.4418 0.0627 4.8868 -0.45
O -2.1162 1.3909 -0.1675 -1.02
O -7.7495 -3.2441 4.7163 -0.54
O 2.8170 3.9818 -1.5661 0.00
O -2.1924 -5.1405 -3.0611 -0.24
O 3.5256 4.1733 -3.9628 -0.69
O 0.2509 4.8453 3.1525 -0.64
O 1.8999 -0.9039 -4.6387 -0.59
O -5.7699 -1.0540 -4.0523 -0.62
C -5.3349 -1.9787 -0.7146 -0.52
C -0.0670 -4.8419 -2.0529 -0.80
C -3.1292 -2.3141 -2.0451 0.19
C 0.0096 -1.4677 -0.1959 -0.48
C 3.3508 -2.7627 -4.2053 -0.22
C 2.3113 -1.1950 6.7073 -0.56
C -5.9141 -1.5417 -1.8024 -0.43
C 4.8163 -0.5591 2.1941 -0.46
C 1.1433 -0.9380 -1.0126 -0.15
C -1.0411 -0.6819 0.0665 0.03
C 3.0033 -1.3220 -4.4473 0.37
C -6.0532 -1.9370 3.5092 -0.39
C 7.8466 -1.4702 -0.9799 -1.13
C -0.0780 3.6866 3.0170 0.33
C 1.5417 -1.0144 5.4474 0.29
C 4.1361 -0.3939 -4.5912 -0.48
C 4.6142 -3.0880 -4.2887 -0.71
C 2.4857 -2.4110 7.2209 -0.41
C 4.1794 4.1235 -1.2158 0.01
C -1.8892 8.7396 -1.3434 -1.29
C -3.7488 -1.8739 -3.1486 -0.80
C -5.5926 -0.7340 3.1667 -0.41
C 0.8833 -2.1503 4.7460 -0.08
C 4.0812 4.0754 0.2613 -1.18
C 1.0424 0.4244 -1.5508 -0.16
C -3.6521 -7.2552 -3.5940 -1.09
C 4.9027 -1.8728 1.5164 -0.16
C -7.1589 0.2231 4.9694 -0.28
C 1.0476 -3.3665 5.2328 -0.67
C 0.6813 2.6731 2.2418 -0.91
C 5.6953 -2.0864 -4.1719 0.51
C 1.9511 -3.5866 6.4232 0.32
C -2.6345 7.4475 -1.4817 -0.20
C 0.3291 1.4018 2.3237 -0.03
C 0.0148 1.2577 -1.1920 -0.28
C -1.1263 0.7059 -0.4142 -0.17
C -2.8384 4.3309 0.3294 -0.09
C 1.4701 5.5194 -3.2599 -0.94
C -1.3431 3.2692 3.6906 -0.40
C 5.4050 -0.6725 -4.3577 0.00
C -5.9894 0.4405 4.0869 0.29
C -7.7151 -0.9619 5.0894 -0.29
C -0.9547 0.9562 2.9984 0.84
C -5.1818 -1.4788 -3.0552 0.33
C -7.2099 -2.1687 4.4852 0.32
C -1.3109 -5.6642 -2.0178 -0.53
C -3.9132 -2.4778 -0.7833 1.03
C -1.7512 1.9850 3.6678 -0.60
H -2.6866 4.7443 1.3241 0.28
H 4.9530 -2.8022 2.0584 0.33
H -3.3945 -1.6789 -4.1189 0.59
H -3.6907 7.4732 -1.1715 0.31
H 2.4759 -3.4541 -4.1581 0.34
H -4.6673 -7.6536 -3.6211 0.38
H 8.1362 -2.4734 -0.8589 0.36
H -1.8823 4.1125 4.1579 0.43
H 1.7594 0.8067 -2.2624 0.65
H -1.9391 -5.5904 -1.1295 0.42
H 5.0441 4.1705 0.6457 0.57
H 0.7266 5.5936 -2.5343 0.04
H 3.8856 -0.4421 2.7454 0.15
H 4.7907 0.2412 1.4540 0.00
H -3.1901 -7.3458 -4.5876 0.37
H 0.0006 -2.5524 0.1078 0.74
H 0.5624 -5.2279 -1.2218 0.43
H 4.8239 3.2546 -1.4724 0.17
H -1.8272 9.0091 -0.3599 0.40
H -1.9154 -1.0788 0.5120 0.91
H 0.2202 -1.8897 3.9282 0.54
H -2.4695 3.3208 0.2965 -0.48
H 0.5613 -5.0351 -2.9386 0.26
H 6.2336 0.0427 -4.2310 0.42
H 3.6295 3.1224 0.5115 0.01
H -0.8223 8.7840 -1.5710 0.31
H 7.9118 -1.1831 -2.0489 0.37
H 2.2952 6.2752 -3.1828 0.35
H 4.9522 -4.0832 -4.3115 0.46
H 2.9542 -2.6146 8.1725 0.42
H 2.6459 -0.3101 7.1185 0.56
H -5.7635 -2.8225 2.9815 0.51
H 3.3832 4.7889 0.7026 0.33
H 4.0979 -2.0361 0.7969 0.00
H -2.4258 9.4960 -1.9083 0.37
H 8.4433 -0.7969 -0.3794 0.37
H -1.0655 -6.6845 -2.1420 0.47
H -0.0747 2.2510 -1.6761 0.39
H -2.5706 7.0359 -2.5058 0.33
H -7.5360 1.1414 5.5599 0.32
H -5.7257 -1.9908 0.3057 0.28
H -4.7895 -0.5164 2.5334 0.73
H -2.7146 1.6304 4.0148 0.39
H 3.8242 0.6058 -4.7741 0.52
H 1.2252 5.5166 -4.3035 0.48
H 1.5654 3.0455 1.7519 0.34
H -3.0629 -7.9346 -3.0045 0.36
H 0.6502 -4.2519 4.8000 0.50
H 5.6540 -0.4951 2.8521 0.35
H -3.8323 4.3238 -0.0851 0.42
H 0.9171 0.6159 1.8913 0.92
H -6.9509 -1.1898 -1.8651 0.45
H -0.2536 -3.7653 -1.8880 -0.05
H -2.0883 -2.5717 -1.9924 0.32
H -8.5421 -1.1800 5.8518 0.29
H 4.6418 5.0550 -1.5810 0.32